# 1
Computed, not measured: a molecular structure, C21H36FInNO6, with ωB97M-V with the def2-TZVPD basis set.

```
66
Properties=species:S:1:pos:R:3:lowdin_charge:R:1
C -2.120 -0.392 2.114 -0.13
O -2.210 0.520 1.049 -0.20
C -3.071 0.112 -0.001 -0.23
C -2.663 -1.152 -0.756 -0.20
C -1.421 -1.008 -1.653 -0.29
C -0.071 -1.340 -0.973 -0.26
In 1.309 0.388 -0.943 0.87
F 0.558 1.652 -2.390 -0.45
C 3.429 -0.031 -1.435 -0.27
C 3.928 0.348 -2.840 -0.31
C 4.234 1.845 -2.962 -0.19
C 3.005 2.676 -3.267 -0.19
O 2.765 2.572 -4.693 0.01
C 1.684 3.113 -5.258 -0.55
C 0.518 3.505 -4.381 0.00
O 1.637 3.192 -6.452 0.07
C 1.208 1.437 0.999 -0.26
C 1.339 2.976 0.972 -0.26
C 0.139 3.728 1.555 -0.24
O -0.391 4.638 0.593 -0.19
C -1.575 5.272 1.001 -0.14
H -3.120 -0.762 2.403 0.09
H -1.683 0.137 2.964 0.09
H -1.483 -1.251 1.872 0.05
H -4.093 -0.007 0.403 0.11
H -3.074 0.957 -0.697 0.13
H -2.509 -1.978 -0.047 0.10
H -3.540 -1.430 -1.358 0.10
H -1.562 -1.669 -2.519 0.09
H -1.426 0.009 -2.069 0.08
H 0.405 -2.182 -1.486 0.02
H -0.219 -1.614 0.078 0.00
H 4.054 0.481 -0.688 0.02
H 3.567 -1.107 -1.267 0.02
H 4.812 -0.233 -3.134 0.09
H 3.155 0.124 -3.590 0.10
H 4.655 2.205 -2.013 0.11
H 4.980 2.036 -3.742 0.11
H 2.135 2.300 -2.721 0.06
H 3.161 3.735 -3.028 0.13
H -0.253 2.744 -4.535 0.09
H 0.724 3.530 -3.314 0.05
H 0.133 4.462 -4.735 0.08
H 0.277 1.155 1.504 0.00
H 2.028 0.991 1.578 0.02
H 2.247 3.280 1.509 0.09
H 1.447 3.368 -0.049 0.09
H -0.644 3.011 1.846 0.11
H 0.419 4.306 2.453 0.11
H -2.367 5.085 0.265 0.08
H -1.928 4.909 1.975 0.08
H -1.420 6.357 1.078 0.08
C -2.889 -6.440 4.527 -0.08
C -1.592 -6.938 4.542 -0.07
C -0.577 -6.258 3.887 -0.01
C -0.892 -5.084 3.230 -0.14
C -2.174 -4.565 3.199 0.01
C -3.178 -5.258 3.857 -0.07
N 0.183 -4.346 2.527 -0.34
O 1.299 -4.832 2.539 0.08
O -0.129 -3.307 1.987 0.08
H -3.677 -6.976 5.039 0.10
H -1.369 -7.860 5.063 0.10
H 0.441 -6.619 3.878 0.12
H -2.367 -3.645 2.668 0.11
H -4.188 -4.872 3.844 0.11
```

Output
Total charge: -1
E_HOMO (eV): -4.43
Total energy (eV): -44024.2587



# 2
Computed, not measured: a molecular structure, C29H24MnN9OS, with ωB97M-V with the def2-TZVPD basis set.

```
65
Properties=species:S:1:pos:R:3:lowdin_charge:R:1
Mn -0.190 0.126 0.105 0.54
N -3.172 0.976 -2.840 0.14
C -2.295 0.347 -2.054 -0.09
N -1.636 0.920 -1.096 0.07
C -1.841 2.275 -0.823 -0.24
N -1.224 2.844 0.161 0.12
N -0.403 1.931 0.797 -0.11
C 0.248 2.303 1.845 -0.04
C 1.071 1.253 2.428 -0.23
C 1.840 1.412 3.573 0.00
C 2.577 0.335 4.036 -0.04
C 2.519 -0.869 3.349 -0.03
C 1.723 -0.958 2.222 -0.07
N 1.013 0.073 1.766 0.05
C -2.771 3.018 -1.663 -0.08
C -3.017 4.382 -1.481 0.00
C -3.907 5.037 -2.301 -0.05
C -4.568 4.341 -3.316 -0.05
C -4.340 2.995 -3.511 0.00
C -3.438 2.337 -2.681 -0.17
H -3.644 0.462 -3.567 0.17
H -2.127 -0.708 -2.237 0.15
H 0.185 3.310 2.242 0.13
H 1.854 2.368 4.078 0.12
H 3.189 0.431 4.923 0.12
H 3.083 -1.733 3.670 0.11
H 1.649 -1.874 1.650 0.10
H -2.495 4.900 -0.689 0.12
H -4.097 6.092 -2.160 0.11
H -5.267 4.859 -3.958 0.12
H -4.850 2.454 -4.298 0.12
O -0.479 -3.866 -0.564 0.02
C -0.585 -2.687 -0.224 -0.50
N 0.055 -1.625 -0.703 -0.05
C 1.054 -1.799 -1.730 -0.14
C 1.810 -0.507 -1.882 -0.22
C 2.922 -0.414 -2.711 0.00
C 3.569 0.797 -2.846 -0.04
C 3.093 1.898 -2.145 -0.05
C 1.998 1.731 -1.327 -0.10
N 1.366 0.556 -1.190 0.05
C -1.538 -2.277 0.878 -0.16
C -2.311 -3.205 1.550 0.02
C -3.140 -2.767 2.570 -0.04
C -3.169 -1.415 2.879 -0.04
C -2.367 -0.548 2.156 -0.10
N -1.567 -0.966 1.174 0.04
H 0.606 -2.057 -2.699 0.14
H 1.757 -2.602 -1.492 0.10
H 3.268 -1.296 -3.233 0.13
H 4.437 0.888 -3.485 0.12
H 3.567 2.866 -2.226 0.11
H 1.598 2.554 -0.748 0.11
H -2.236 -4.243 1.255 0.13
H -3.756 -3.467 3.119 0.12
H -3.799 -1.031 3.668 0.11
H -2.360 0.516 2.362 0.11
S 3.200 -5.048 1.986 1.01
C 4.576 -4.034 2.005 -0.42
C 4.499 -3.142 0.984 -0.26
N 3.379 -3.239 0.196 -0.03
C 2.612 -4.204 0.612 -0.49
H 5.362 -4.152 2.731 0.07
H 5.242 -2.390 0.761 0.11
H 1.667 -4.463 0.149 0.06
```

Output
Total charge: +1
Spin multiplicity: 2
E_HOMO (alpha / beta) (eV): -10.46 / -9.75
Total energy (eV): -88073.8721



# 3
Computed, not measured: a single C4H5NO2 molecule, with ωB97M-V with the def2-TZVPD basis set.

```
12
Properties=species:S:1:pos:R:3:lowdin_charge:R:1
O 1.409 0.330 -1.608 0.06
C 1.537 -0.055 -0.309 -0.25
C 0.354 -0.579 0.305 -0.50
O 1.330 -1.491 0.027 0.11
N -0.591 -0.433 1.361 0.13
C -1.049 -0.468 -0.094 -0.09
C -1.240 0.731 0.731 -0.10
H 2.405 0.369 0.182 0.16
H -1.758 -1.201 -0.453 0.13
H 0.458 0.253 -1.799 0.11
H -0.623 1.612 0.536 0.12
H -2.231 0.932 1.121 0.11
```

Output
SMILES string: O[C@@H]1O[C@]12[C@@H]1CN12
E_HOMO (eV): -10.21
Total energy (eV): -9810.0691